[1]
{"formula": "C28H24IN2O4PV", "method": "the ωB97M-V functional and the def2-TZVPD basis", "homo_lumo_gap_ev": [5.454, 5.551], "charge": 3, "e_homo_ev": [-17.48, -17.53], "total_energy_ha": -3073.8864, "symbols": ["V", "C", "C", "N", "C", "C", "C", "O", "C", "C", "N", "C", "C", "C", "C", "C", "C", "I", "C", "O", "H", "H", "H", "H", "H", "H", "H", "H", "H", "H", "H", "H", "O", "C", "O", "C", "P", "C", "C", "C", "C", "C", "C", "C", "C", "C", "C", "C", "C", "H", "H", "H", "H", "H", "H", "H", "H", "H", "H", "H", "H"], "xyz": [[-0.075, -1.867, -1.431], [1.799, 0.361, -4.794], [0.995, 1.197, -3.856], [0.980, 2.510, -4.002], [0.212, 3.274, -3.221], [-0.595, 2.811, -2.189], [-1.391, 3.811, -1.384], [-2.623, 3.243, -0.974], [-0.558, 1.426, -1.954], [-1.356, 0.784, -0.945], [-1.268, -0.469, -0.590], [-2.252, -0.960, 0.341], [-2.576, -0.282, 1.509], [-3.565, -0.789, 2.337], [-4.219, -1.974, 2.019], [-3.901, -2.664, 0.856], [-2.923, -2.137, 0.032], [-2.500, -3.002, -1.831], [0.226, 0.637, -2.819], [0.189, -0.685, -2.657], [2.540, 0.987, -5.284], [1.149, -0.056, -5.568], [2.288, -0.470, -4.287], [0.239, 4.336, -3.447], [-1.547, 4.696, -2.002], [-0.804, 4.126, -0.512], [-3.277, 3.939, -0.840], [-2.128, 1.391, -0.479], [-2.058, 0.633, 1.770], [-3.829, -0.254, 3.240], [-4.992, -2.361, 2.669], [-4.424, -3.576, 0.599], [1.840, -2.394, -1.722], [1.574, -3.113, -0.714], [0.404, -3.642, -0.721], [2.289, -2.826, 0.564], [1.349, -1.258, 0.809], [0.459, -1.316, 2.318], [0.570, -0.289, 3.268], [-0.040, -0.450, 4.499], [-0.754, -1.611, 4.780], [-0.864, -2.630, 3.834], [-0.261, -2.491, 2.602], [2.175, 0.205, 0.323], [1.577, 1.452, 0.591], [2.220, 2.610, 0.201], [3.434, 2.538, -0.479], [4.013, 1.306, -0.774], [3.391, 0.138, -0.382], [3.357, -2.668, 0.438], [2.069, -3.521, 1.371], [1.168, 0.591, 3.079], [0.065, 0.319, 5.253], [-1.213, -1.733, 5.752], [-1.408, -3.534, 4.070], [-0.341, -3.289, 1.871], [0.635, 1.514, 1.121], [1.788, 3.573, 0.437], [3.936, 3.450, -0.776], [4.958, 1.262, -1.298], [3.854, -0.810, -0.619]], "nbo_charge": [1.149, -0.665, 0.231, -0.328, 0.085, 0.001, -0.095, -0.743, -0.158, 0.216, -0.518, 0.130, -0.238, -0.150, -0.149, -0.214, -0.188, 0.639, 0.316, -0.509, 0.276, 0.266, 0.232, 0.236, 0.224, 0.191, 0.516, 0.285, 0.239, 0.257, 0.266, 0.266, -0.546, 0.755, -0.568, -0.799, 1.504, -0.524, -0.144, -0.191, -0.098, -0.206, -0.107, -0.513, -0.177, -0.150, -0.108, -0.183, -0.127, 0.318, 0.315, 0.242, 0.264, 0.261, 0.259, 0.224, 0.226, 0.242, 0.262, 0.266, 0.238]}

---

[2]
{"formula": "C3H6OS2", "method": "the ωB97M-V functional and the def2-TZVPD basis", "homo_lumo_gap_ev": 8.508, "e_homo_ev": -8.68, "total_energy_ha": -989.3581, "symbols": ["C", "C", "C", "O", "S", "S", "H", "H", "H", "H", "H", "H"], "xyz": [[-0.479, -0.080, 0.793], [1.758, 0.301, -0.109], [-1.566, -0.392, -0.119], [0.812, -0.594, 0.326], [1.741, 0.795, -1.932], [-3.059, -0.231, 0.378], [-0.269, 0.967, 1.260], [-0.687, -0.881, 1.620], [1.700, 1.324, 0.311], [2.826, -0.233, 0.178], [0.866, -0.167, -2.070], [-3.642, -0.807, -0.637]], "nbo_charge": [-0.240, -0.152, -0.292, -0.540, -0.123, 0.278, 0.217, 0.239, 0.173, 0.199, 0.141, 0.102]}

---

[3]
{"formula": "C12H9N2O4OsS", "method": "the ωB97M-V functional and the def2-TZVPD basis", "homo_lumo_gap_ev": [8.491, 5.858], "s_squared": 6.031, "charge": 3, "spin_multiplicity": 5, "e_homo_ev": [-19.78, -19.66], "total_energy_ha": -1360.8664, "symbols": ["Os", "O", "C", "O", "C", "C", "C", "C", "C", "N", "C", "O", "O", "H", "H", "H", "H", "S", "C", "N", "C", "C", "C", "C", "H", "H", "H", "H", "H"], "xyz": [[0.404, -0.421, 0.399], [-1.306, -4.146, 0.076], [-0.643, -3.087, 0.291], [-0.932, -1.945, -0.152], [0.586, -3.189, 1.134], [1.132, -4.312, 1.744], [2.301, -4.163, 2.493], [2.906, -2.909, 2.612], [2.292, -1.842, 1.969], [1.178, -1.983, 1.263], [2.788, -0.330, 1.954], [3.773, -0.028, 2.529], [1.961, 0.378, 1.247], [-2.115, -4.083, -0.478], [0.643, -5.272, 1.628], [2.745, -5.025, 2.984], [3.817, -2.756, 3.180], [-0.268, 1.575, -0.573], [-1.258, 2.728, -1.443], [-0.910, 3.026, -2.717], [-1.444, 4.052, -3.385], [-2.397, 4.861, -2.781], [-2.811, 4.560, -1.486], [-2.246, 3.483, -0.809], [-0.196, 2.463, -3.182], [-1.094, 4.231, -4.394], [-2.801, 5.710, -3.314], [-3.554, 5.171, -0.990], [-2.551, 3.253, 0.201]], "nbo_charge": [1.584, -0.538, 0.843, -0.636, 0.057, -0.114, -0.060, -0.134, 0.147, -0.495, 0.746, -0.376, -0.611, 0.568, 0.293, 0.292, 0.307, 0.161, 0.057, -0.428, 0.132, -0.168, -0.060, -0.173, 0.464, 0.282, 0.295, 0.287, 0.279]}

---

For the records above, the corresponding strongest force on any atom values read 0.17, 3.29, 4.60 eV/A.